Computed, not measured: a cluster of 4 separate species, C47H30ClN2O9P in total in a non-equilibrium geometry, with ωB97M-V/def2-TZVPD.

Last columns: bonded neighbours and bond lengths (Å).
Element x y z (Å)
1 N 6.5435 2.0454 2.1935  C2 1.148
2 C 6.4104 1.5985 1.1445  N1 1.148, C3 1.483
3 C 6.1904 0.9886 -0.1895  C2 1.483, C4 1.560, C7 1.586, H13 1.086
4 C 7.5698 0.9038 -0.9132  C3 1.560, O5 1.399, H14 1.094, H15 1.089
5 O 8.1536 -0.3673 -0.8929  C4 1.399, O6 1.434
6 O 7.1887 -1.3043 -1.3916  O5 1.434, H16 0.963
7 C 5.1994 1.8974 -1.0308  C3 1.586, C8 1.475, P10 1.874, H17 1.088
8 C 5.3100 3.3043 -0.6004  C7 1.475, N9 1.149
9 N 5.2845 4.4350 -0.4001  C8 1.149
10 P 3.4155 1.3617 -0.8205  C7 1.874, O11 1.649, Cl12 2.087
11 O 3.6056 -0.1957 -1.3283  P10 1.649, H18 0.963
12 Cl 3.1713 1.2280 1.2482  P10 2.087
13 H 5.7291 0.0149 -0.0523  C3 1.086
14 H 7.4928 1.3091 -1.9264  C4 1.094
15 H 8.2745 1.5420 -0.3818  C4 1.089
16 H 7.2107 -1.9936 -0.7195  O6 0.963
17 H 5.4009 1.8104 -2.0961  C7 1.088
18 H 2.7493 -0.6336 -1.2837  O11 0.963
19 O 1.1647 6.4983 6.8912  C20 1.214
20 C 0.7821 5.8391 5.9463  O19 1.214, C21 1.488, C34 1.489
21 C 1.7505 5.1916 5.0211  C20 1.488, C22 1.390, C26 1.396
22 C 3.1138 5.3265 5.2566  C21 1.390, C23 1.386, H35 1.081
23 C 4.0257 4.7006 4.4218  C22 1.386, C24 1.391, H36 1.082
24 C 3.5818 3.9357 3.3479  C23 1.391, C25 1.386, H37 1.082
25 C 2.2239 3.8125 3.0999  C24 1.386, C26 1.389, H38 1.079
26 C 1.3052 4.4408 3.9311  C21 1.396, C25 1.389, C27 1.486
27 C -0.1459 4.3052 3.6384  C26 1.486, O28 1.217, C29 1.487
28 O -0.5320 3.6884 2.6627  C27 1.217
29 C -1.1160 4.9345 4.5737  C27 1.487, C30 1.390, C34 1.397
30 C -2.4784 4.7913 4.3379  C29 1.390, C31 1.385, H39 1.081
31 C -3.3936 5.3478 5.2154  C30 1.385, C32 1.391, H40 1.082
32 C -2.9521 6.0490 6.3329  C31 1.391, C33 1.385, H41 1.082
33 C -1.5957 6.2041 6.5663  C32 1.385, C34 1.389, H42 1.081
34 C -0.6726 5.6520 5.6868  C20 1.489, C29 1.397, C33 1.389
35 H 3.4563 5.9176 6.0945  C22 1.081
36 H 5.0866 4.8033 4.6079  C23 1.082
37 H 4.2980 3.4410 2.7056  C24 1.082
38 H 1.8752 3.2266 2.2631  C25 1.079
39 H -2.8182 4.2428 3.4703  C30 1.081
40 H -4.4537 5.2333 5.0317  C31 1.082
41 H -3.6690 6.4763 7.0216  C32 1.082
42 H -1.2498 6.7515 7.4321  C33 1.081
43 O -4.0296 2.5824 -1.2035  C44 1.213
44 C -3.4115 1.7330 -1.8106  O43 1.213, C45 1.490, C58 1.489
45 C -3.9122 1.2091 -3.1123  C44 1.490, C46 1.390, C50 1.397
46 C -5.0899 1.7210 -3.6432  C45 1.390, C47 1.385, H59 1.081
47 C -5.5507 1.2662 -4.8678  C46 1.385, C48 1.391, H60 1.082
48 C -4.8372 0.2991 -5.5690  C47 1.391, C49 1.385, H61 1.082
49 C -3.6701 -0.2245 -5.0385  C48 1.385, C50 1.390, H62 1.081
50 C -3.2063 0.2245 -3.8074  C45 1.397, C49 1.390, C51 1.487
51 C -1.9619 -0.3606 -3.2420  C50 1.487, O52 1.216, C53 1.485
52 O -1.3744 -1.2559 -3.8180  C51 1.216
53 C -1.4530 0.1728 -1.9533  C51 1.485, C54 1.389, C58 1.397
54 C -0.2767 -0.3451 -1.4257  C53 1.389, C55 1.385, H63 1.083
55 C 0.2264 0.1603 -0.2380  C54 1.385, C56 1.392, H64 1.081
56 C -0.4406 1.1843 0.4281  C55 1.392, C57 1.384, H65 1.082
57 C -1.6193 1.6940 -0.0874  C56 1.384, C58 1.391, H66 1.081
58 C -2.1332 1.1876 -1.2764  C44 1.489, C53 1.397, C57 1.391
59 H -5.6397 2.4755 -3.0980  C46 1.081
60 H -6.4664 1.6682 -5.2809  C47 1.082
61 H -5.1940 -0.0466 -6.5301  C48 1.082
62 H -3.1154 -0.9801 -5.5779  C49 1.081
63 H 0.2390 -1.1398 -1.9513  C54 1.083
64 H 1.1423 -0.2395 0.1734  C55 1.081
65 H -0.0428 1.5873 1.3500  C56 1.082
66 H -2.1380 2.4877 0.4320  C57 1.081
67 O -0.3544 -5.1745 -3.5012  C68 1.214
68 C -1.1096 -5.7691 -2.7597  O67 1.214, C69 1.488, C82 1.489
69 C -2.3258 -5.1078 -2.2134  C68 1.488, C70 1.391, C74 1.397
70 C -2.6095 -3.7968 -2.5817  C69 1.391, C71 1.385, H83 1.082
71 C -3.7558 -3.1822 -2.1050  C70 1.385, C72 1.391, H84 1.083
72 C -4.6228 -3.8703 -1.2619  C71 1.391, C73 1.385, H85 1.082
73 C -4.3366 -5.1706 -0.8816  C72 1.385, C74 1.390, H86 1.081
74 C -3.1861 -5.7927 -1.3511  C69 1.397, C73 1.390, C75 1.488
75 C -2.8856 -7.1845 -0.9186  C74 1.488, O76 1.214, C77 1.489
76 O -3.6052 -7.7618 -0.1291  C75 1.214
77 C -1.6812 -7.8532 -1.4826  C75 1.489, C78 1.390, C82 1.396
78 C -1.4006 -9.1651 -1.1193  C77 1.390, C79 1.385, H87 1.081
79 C -0.2997 -9.8105 -1.6567  C78 1.385, C80 1.391, H88 1.082
80 C 0.5262 -9.1484 -2.5598  C79 1.391, C81 1.385, H89 1.082
81 C 0.2577 -7.8373 -2.9158  C80 1.385, C82 1.390, H90 1.081
82 C -0.8435 -7.1833 -2.3763  C68 1.489, C77 1.396, C81 1.390
83 H -1.9401 -3.2610 -3.2410  C70 1.082
84 H -3.9810 -2.1632 -2.3951  C71 1.083
85 H -5.5227 -3.3896 -0.9007  C72 1.082
86 H -5.0052 -5.7069 -0.2226  C73 1.081
87 H -2.0469 -9.6774 -0.4203  C78 1.081
88 H -0.0846 -10.8329 -1.3752  C79 1.082
89 H 1.3814 -9.6573 -2.9848  C80 1.082
90 H 0.8994 -7.3190 -3.6147  C81 1.081

Properties
E = -92443.9355 eV
SMILES string = N#C[C@H](COO)[C@H](C#N)P(O)Cl.O=C1c2ccccc2C(=O)c2ccccc21.O=C1c2ccccc2C(=O)c2ccccc21.O=C1c2ccccc2C(=O)c2ccccc21
Total charge = 0
Lowest unoccupied orbital energy = -1.20 eV
Kohn-Sham gap = 0.3109 hartree
HOMO = -9.66 eV